Entry 1:
This record from the OMol25 dataset describes a gas-phase ion, C4H10NS (charge +1) at a distorted geometry. The level of theory is wB97M-V/def2-TZVPD.

Output
* HOMO energy: -13.35 eV
* LUMO level: -3.72 eV
* net charge: +1

XYZ file:
```
16
Properties=species:S:1:pos:R:3:forces:R:3
C 0.53673 0.55004 1.01896 -3.9 0.2 -2.6
C 0.26152 0.59113 -1.12154 -2.0 1.7 -1.1
C -0.52585 -0.18124 -0.11922 -1.2 1.2 3.4
C -0.36772 -1.63424 -0.07585 -4.0 -2.4 0.2
N 1.27777 0.99370 -0.19043 1.1 3.8 1.4
S -2.30581 0.46507 0.05632 1.3 -0.7 -0.1
H -0.07407 1.33758 1.44850 0.6 0.3 0.2
H 1.12510 0.03108 1.68474 1.1 -1.4 1.4
H 0.61518 0.09376 -1.98131 0.3 -0.5 -1.1
H -0.27306 1.55468 -1.34088 0.3 -1.1 -0.5
H -1.02189 -2.23442 -0.82830 1.7 1.2 0.6
H -0.78914 -2.08922 0.87243 0.7 0.9 -0.7
H 0.65348 -1.78807 -0.07965 2.2 -1.3 -0.4
H 1.36782 2.05313 -0.21962 0.5 -1.6 0.1
H 2.18500 0.59114 -0.21732 1.1 -0.5 -0.5
H -2.66508 -0.33411 1.09316 0.2 0.2 -0.4
```
Forces are in eV/Å.

Löwdin atomic charge list, values in e, 5 entries: 0.00 -0.15 -0.71 -0.11 0.07



Entry 2:
This record from the OMol25 dataset describes a molecular structure, C4H10NS at a distorted geometry. The level of theory is wB97M-V/def2-TZVPD.

Output
* HOMO energy: -14.10 eV
* LUMO level: -3.94 eV
* net charge: +1

XYZ file:
```
16
Properties=species:S:1:pos:R:3:forces:R:3
C 0.93933 1.31893 0.23039 -2.0 1.7 -1.2
C 2.00889 0.28798 0.06313 -0.4 -0.1 -1.6
C -0.23506 0.39322 -0.26380 4.1 0.9 0.5
C -2.68403 -0.73339 -0.19408 1.3 0.9 0.3
N 1.17481 -0.89943 0.20603 -1.2 -0.5 -0.1
S -1.43157 0.23509 0.77813 -3.0 -0.1 0.9
H 0.77822 1.49655 1.27198 -0.2 0.6 0.7
H 0.85835 2.33796 -0.38668 0.9 -2.3 1.5
H 2.27045 0.36590 -0.95478 0.8 -0.3 -1.3
H 2.89057 0.29456 0.62357 1.1 0.2 1.2
H -0.26605 0.32802 -1.32654 -0.4 -0.6 -0.7
H -2.45028 -1.76526 0.15132 -0.9 0.6 -0.9
H -2.50148 -0.44682 -1.27891 -0.5 -0.9 1.4
H -3.59709 -0.28169 0.20583 -0.2 -0.7 -0.4
H 1.26734 -1.77885 -0.28796 0.8 0.3 -0.5
H 0.97760 -1.15278 1.16238 -0.1 0.2 0.4
```
Forces are in eV/Å.

Löwdin atomic charge list, values in e, 5 entries: -0.18 -0.19 -0.50 -0.27 0.06



Entry 3:
This record from the OMol25 dataset describes a gas-phase ion, C4H10NS2 (charge +1) at a distorted geometry. The level of theory is wB97M-V/def2-TZVPD.

Output
* HOMO energy: -12.29 eV
* LUMO level: -4.29 eV
* net charge: +1

XYZ file:
```
17
Properties=species:S:1:pos:R:3:forces:R:3
C 0.44887 1.40649 -0.75694 -0.5 4.7 -0.1
C 1.62171 0.96739 -1.58628 -4.1 1.0 -1.6
C 0.79454 -0.34702 1.07488 -1.9 2.5 -1.4
C -0.21484 0.51245 0.16896 -2.3 -2.6 0.7
N 0.07545 -1.48814 1.69899 -1.4 1.3 -1.6
S -0.09732 3.02508 -0.69490 1.1 -2.8 -0.4
S -1.31542 -0.70572 -0.72357 -0.2 0.1 -0.8
H 1.75462 1.72195 -2.36355 0.9 -0.2 0.4
H 1.30831 0.05199 -2.03947 -0.1 -0.8 -0.8
H 2.31280 0.67189 -0.91627 3.4 -0.2 1.7
H 0.98803 0.48999 1.72064 0.9 -0.6 1.4
H 1.64262 -0.58908 0.45964 0.2 -0.8 0.2
H -1.08479 1.04943 0.71370 2.0 -0.6 -0.3
H -0.67147 -1.08157 2.27504 0.8 -0.4 1.0
H 0.70441 -2.16181 2.07269 0.3 -0.7 1.1
H -0.57311 -1.92609 0.97219 1.1 0.2 -0.2
H -0.58740 -0.98419 -1.83606 0.0 0.1 0.5
```
Forces are in eV/Å.

Löwdin atomic charge list, values in e, 5 entries: -0.80 -0.08 -0.14 -0.66 0.15



Entry 4:
This record from the OMol25 dataset describes a gas-phase ion, C4H10NS2 (charge +1) at a distorted geometry. The level of theory is wB97M-V/def2-TZVPD.

Output
* HOMO energy: -12.95 eV
* LUMO level: -5.09 eV
* net charge: +1

XYZ file:
```
17
Properties=species:S:1:pos:R:3:forces:R:3
C -0.36902 -0.83998 -0.30992 -1.3 3.4 -0.8
C 1.66097 -0.46805 1.29077 1.1 -0.2 -2.5
C 0.00090 0.60513 -1.03587 1.0 -1.6 -0.6
C 0.20731 -0.87080 1.06332 -0.3 0.8 1.7
N -1.06841 1.03098 -1.97729 -0.4 0.0 -0.9
S -1.61618 -1.73186 -0.87369 1.3 0.5 0.2
S -0.76401 0.40435 2.20092 0.0 -0.5 -0.8
H 2.27726 -1.08223 0.60772 0.0 -0.4 0.6
H 2.07624 -0.50032 2.29492 -0.5 -0.2 0.0
H 1.93357 0.50630 0.83156 -0.7 -0.1 0.7
H 0.22761 1.37320 -0.27234 -0.2 -0.4 -0.7
H 0.80390 0.46344 -1.79737 0.3 -0.1 1.5
H -0.09660 -1.83636 1.39626 0.4 -0.8 0.9
H -0.76009 1.21650 -2.95990 0.0 -0.4 1.0
H -1.56098 1.86804 -1.71166 -0.5 0.3 0.5
H -1.70338 0.20821 -1.97531 -0.5 -0.1 -0.3
H -1.24909 -0.34654 3.22790 0.3 -0.2 -0.7
```
Forces are in eV/Å.

Löwdin atomic charge list, values in e, 5 entries: -0.70 -0.14 -0.15 -0.63 0.13



Entry 5:
This record from the OMol25 dataset describes a molecular structure, C4H10NTl at a distorted geometry. The level of theory is wB97M-V/def2-TZVPD.

Output
* HOMO energy: -19.33 eV
* LUMO level: -12.60 eV
* net charge: +2

XYZ file:
```
16
Properties=species:S:1:pos:R:3:forces:R:3
C -0.65554 1.97922 -0.41029 -2.3 0.4 -0.4
C -1.27443 0.44570 -0.59656 7.6 1.5 4.4
C 0.01049 -0.45626 -1.06352 -1.0 0.0 -2.6
C 0.84566 -1.17276 0.14844 2.2 0.5 -0.7
N 0.54884 -0.65408 1.53677 1.7 0.0 -0.4
H 0.46210 1.91213 0.00383 -2.2 -0.5 -1.0
H -1.33377 2.58594 0.36212 1.5 -1.3 -2.0
H -0.55150 2.55444 -1.44971 -0.3 -1.1 2.1
H -1.73723 0.06429 0.43385 -0.8 0.9 -2.9
H -0.32343 -1.32369 -1.80976 0.6 1.7 1.4
H 0.75799 0.23125 -1.67189 -1.9 -1.4 1.2
H 0.67070 -2.34594 0.06509 1.0 2.3 0.1
H 1.99802 -1.01308 -0.09422 -2.5 -0.4 0.1
H 0.48225 0.38843 1.58047 0.1 -1.2 -0.2
H 1.42834 -0.87566 2.09406 -1.6 0.2 -0.5
Tl -1.32849 -2.31993 0.87131 -2.1 -1.7 1.3
```
Forces are in eV/Å.

Löwdin atomic charge list, values in e, 5 entries: -0.03 0.21 -0.20 -0.38 -0.07



Entry 6:
This record from the OMol25 dataset describes a single C4H10O molecule. The level of theory is wB97M-V/def2-TZVPD.

Output
* HOMO energy: -9.67 eV
* LUMO level: 1.16 eV

XYZ file:
```
15
Properties=species:S:1:pos:R:3:forces:R:3
C 1.87015 -0.43621 -0.70632 0.2 0.0 -0.2
O 0.93008 -0.50453 0.33737 0.0 0.0 0.1
C -0.20511 0.33317 0.17690 -0.2 0.1 0.0
C -1.19163 -0.28706 -0.80975 0.0 0.0 -0.1
C -0.82156 0.49263 1.55860 0.0 0.0 0.0
H 2.32766 -1.42417 -0.81295 0.0 0.1 0.0
H 2.66035 0.29669 -0.48730 -0.1 -0.1 0.0
H 1.41274 -0.16803 -1.66819 0.0 -0.1 0.1
H 0.11559 1.32040 -0.19789 0.0 -0.1 0.0
H -1.58089 -1.22640 -0.40171 0.0 0.1 0.0
H -0.71360 -0.50659 -1.77039 -0.1 0.0 0.1
H -2.03225 0.38853 -1.00097 0.1 -0.1 0.0
H -1.79983 0.98144 1.49732 0.2 0.0 0.0
H -0.17409 1.08168 2.21469 -0.1 -0.1 -0.1
H -0.95568 -0.49731 2.00763 0.0 0.1 -0.1
```
Forces are in eV/Å.

Löwdin atomic charge list, values in e, 5 entries: -0.11 -0.18 -0.48 -0.05 -0.05



Entry 7:
This record from the OMol25 dataset describes 2 unconnected molecules or ions with the total composition C4H10O at a distorted geometry. The level of theory is wB97M-V/def2-TZVPD.

Output
* HOMO energy: -7.26 eV
* LUMO level: -0.80 eV

XYZ file:
```
15
Properties=species:S:1:pos:R:3:forces:R:3
C 0.09317 -0.70636 1.54810 -2.3 -0.8 -1.2
O 0.11889 -1.27262 -1.38394 0.0 0.2 0.6
C -0.88002 0.03812 0.82718 -1.2 -0.6 0.4
C 0.47583 0.62062 0.40488 2.5 1.7 -0.4
C 0.12941 1.42700 -0.97194 -0.5 -0.8 0.0
H 0.47171 -1.59114 1.04675 0.0 0.1 -0.2
H 0.05519 -0.69293 2.62864 1.2 1.0 0.2
H 0.04138 -1.95289 -2.04178 0.1 -0.4 -0.3
H -1.35680 -0.42254 -0.03319 0.6 -0.2 -0.3
H -1.48849 0.81198 1.28227 0.1 -0.2 0.6
H 1.00120 1.30995 1.06826 -0.5 0.1 0.2
H 1.20256 -0.04195 -0.08268 -0.2 -0.5 0.0
H -0.83082 1.93046 -0.89265 0.1 0.2 0.2
H 0.94725 2.09733 -1.22106 0.0 0.0 0.3
H 0.04703 0.56744 -1.65542 0.0 0.2 -0.2
```
Forces are in eV/Å.

Löwdin atomic charge list, values in e, 5 entries: 0.09 -0.45 -0.17 -0.24 -0.02



Entry 8:
This record from the OMol25 dataset describes 2 unconnected molecules or ions with the total composition C4H10O at a distorted geometry. The level of theory is wB97M-V/def2-TZVPD.

Output
* HOMO energy: -9.73 eV
* LUMO level: 0.78 eV

XYZ file:
```
15
Properties=species:S:1:pos:R:3:forces:R:3
C 1.08224 1.92460 -0.97909 -0.2 1.8 0.4
C 1.28616 0.74014 -1.48300 1.5 0.1 -1.0
C 0.69288 -1.35837 -0.61814 -0.7 -1.1 1.0
C 1.81523 -0.35804 -0.65938 0.2 -1.1 0.1
H 0.79641 2.78866 -1.58977 -0.1 -0.4 0.3
H 1.29024 2.09780 0.08296 -0.2 0.1 -0.4
H 1.19144 0.55956 -2.56190 -0.2 0.0 0.4
H 0.28975 -1.66350 -1.59844 0.3 0.2 0.3
H -0.11215 -0.87080 -0.04299 0.0 -0.5 -0.3
H 1.01642 -2.26172 -0.07417 -0.3 0.1 -0.2
H 2.71627 -0.85865 -1.06307 -0.3 0.5 0.0
H 2.03614 -0.05638 0.38256 0.0 0.1 -0.6
O -5.05351 -0.08801 3.53059 1.1 -0.4 -0.4
H -4.18613 -0.05133 3.99380 -0.9 -0.1 -0.5
H -4.86138 -0.54397 2.68004 -0.2 0.5 0.9
```
Forces are in eV/Å.

Löwdin atomic charge list, values in e, 5 entries: -0.01 -0.25 -0.14 -0.30 0.06



Entry 9:
This record from the OMol25 dataset describes 2 unconnected molecules or ions with the total composition C4H10O. The level of theory is wB97M-V/def2-TZVPD.

Output
* HOMO energy: -9.44 eV
* LUMO level: 1.00 eV

XYZ file:
```
15
Properties=species:S:1:pos:R:3:forces:R:3
C 0.00848 -1.72859 1.27867 0.6 0.1 -0.2
C -0.33824 -1.12913 -0.05459 -0.1 -0.1 0.4
C 0.40618 -0.23576 -0.69334 -0.2 -0.2 -0.1
C 0.03604 0.35753 -2.02442 0.3 -0.1 0.4
H 1.03635 -1.46204 1.54137 -0.1 0.1 0.1
H -0.01098 -2.81906 1.25614 -0.3 0.0 0.0
H -0.65180 -1.35589 2.06076 -0.1 -0.2 0.1
H -1.28040 -1.45111 -0.48242 -0.1 0.0 -0.2
H 1.34757 0.04309 -0.22641 0.0 0.2 -0.2
H -0.14889 1.43097 -1.94434 0.1 0.0 0.0
H -0.86044 -0.11985 -2.41333 0.0 0.0 -0.1
H 0.86534 0.19949 -2.71319 -0.1 0.1 -0.2
H -0.43077 1.42659 0.77916 0.2 0.4 0.2
H -0.72522 2.74869 1.52674 0.1 -0.1 -0.1
O -0.00333 2.19092 1.20993 -0.4 -0.2 -0.1
```
Forces are in eV/Å.

Löwdin atomic charge list, values in e, 5 entries: -0.10 -0.19 -0.21 -0.10 0.07



Entry 10:
This record from the OMol25 dataset describes 3 unconnected molecules or ions with the total composition C4H10O. The level of theory is wB97M-V/def2-TZVPD.

Output
* HOMO energy: -9.82 eV
* LUMO level: 1.03 eV

XYZ file:
```
15
Properties=species:S:1:pos:R:3:forces:R:3
C -1.89731 1.04476 0.12412 0.1 0.2 0.1
C -0.65720 1.37860 0.45907 -0.2 0.1 0.0
C 0.85612 -0.81969 -0.63727 0.1 -0.3 0.2
C 2.11194 0.00264 -0.51604 0.1 0.0 0.0
O 0.60923 -1.73437 0.11357 0.2 0.3 -0.3
H -2.18001 -1.53337 -0.09413 0.0 -0.2 0.0
H -2.30523 1.25962 -0.86085 0.1 0.1 0.2
H -2.55104 0.52078 0.81450 0.1 0.1 -0.1
H -0.00552 1.90966 -0.23046 -0.1 0.0 0.1
H -0.23661 1.12054 1.42830 -0.1 0.1 -0.1
H 0.18070 -0.57645 -1.48344 0.1 -0.1 0.1
H 2.01257 0.99514 -0.96276 0.0 -0.2 0.0
H 2.39679 0.08096 0.53632 0.0 0.0 -0.2
H 2.90647 -0.53444 -1.04645 -0.1 0.1 0.0
H -1.49653 -1.80845 0.01991 -0.2 -0.1 0.0
```
Forces are in eV/Å.

Löwdin atomic charge list, values in e, 5 entries: -0.11 -0.10 -0.37 -0.07 -0.02